No. 1
The following is a quantum chemistry calculation of 2 unconnected molecules or ions with the total composition C4H14NS2, from the Open Molecules 2025 dataset.

HOMO level (spin up / spin down)   -0.708 / -0.727 Ha
Orbital gap (spin up / spin down)   10.92 / 7.50 eV

```
! wB97M-V def2-TZVPD RIJCOSX def2/J DEFGRID3
* xyz 2 2
C -1.38479 2.47423 1.86032
S 0.38222 2.08873 1.82696
S 1.03241 3.23828 0.28920
H -1.48045 3.55304 1.97075
H -1.84416 1.90326 2.66379
H -1.82437 2.16678 0.90824
H 0.13941 2.84503 -0.64950
C -0.97400 -0.86524 -0.30133
C 0.32801 -1.63065 -0.30991
C 0.60254 -2.30110 -1.64491
N 1.46160 -0.62977 -0.07499
H -1.24638 -0.50915 0.69885
H -0.96025 0.00415 -0.96816
H -1.79138 -1.50456 -0.61905
H 0.37785 -2.35917 0.49718
H 0.51680 -1.57151 -2.45502
H -0.05616 -3.13074 -1.87989
H 1.62854 -2.67592 -1.67906
H 1.28849 -0.10706 0.79611
H 2.39006 -1.05797 -0.10956
H 1.41399 0.06934 -0.82004
*
```

---

No. 2
The following is a quantum chemistry calculation of a single C4H11NO molecule, from the Open Molecules 2025 dataset.

SMILES string   C[C@H](O)[C@@H](C)N
HOMO level   -0.343 Ha
Orbital gap   10.26 eV

```
! wB97M-V def2-TZVPD RIJCOSX def2/J DEFGRID3
* xyz 0 1
C -0.60680 -0.92615 1.64498
C 0.40955 -0.46709 0.62928
O 1.01855 0.74096 1.00793
C -0.23250 -0.32343 -0.81340
C -1.30260 0.73443 -0.88206
N 0.91862 0.04345 -1.60796
H -0.43722 -0.44224 2.64979
H -0.48322 -2.04949 1.75833
H -1.54278 -1.02067 1.22653
H 1.24862 -1.06228 0.64248
H 0.47898 1.52671 0.85044
H -0.44599 -1.34184 -1.17744
H -1.10039 1.49151 -1.47038
H -1.77675 0.82998 0.16055
H -2.20551 0.36978 -1.35081
H 1.44017 0.77432 -1.11988
H 0.63950 0.58594 -2.45010
*
```

---

For each record above, in turn, the calculated energy values are -27517.3289; -7862.3542 eV.
For each record above, in turn, the calculated relative energy (zero: lowest compared OMol25 entry of this formula, charge and spin) values are 0.0; 50.7 kcal/mol.
For each record above, in turn, the calculated strongest force on any atom values are 1.2; 7.4 eV/A.